A 7-piece molecular cluster, C30H52ClO22P2S overall in a non-equilibrium geometry, computed with ωB97M-V with the def2-TZVPD basis set.

Structure (XYZ):
```
108
C30H52ClO22P2S (ωB97M-V with the def2-TZVPD basis set)
C -6.311 5.910 3.003
C -5.717 4.514 2.760
C -4.592 4.612 1.718
C -4.228 3.294 1.043
P -2.946 3.431 -0.327
O -1.752 2.449 0.620
C -0.622 3.091 0.900
Cl 0.810 2.470 -0.180
C -0.807 4.593 0.575
P -0.163 5.745 1.844
O 1.117 6.411 1.120
O -1.219 6.952 1.907
S 0.160 5.070 3.622
O -2.148 4.879 0.400
H -6.785 6.288 2.096
H -5.498 6.590 3.263
H -7.021 5.903 3.831
H -5.260 4.202 3.700
H -6.509 3.827 2.459
H -3.721 5.021 2.227
H -4.920 5.305 0.932
H -3.906 2.569 1.796
H -5.125 2.905 0.549
H -3.816 4.313 -1.062
H -3.481 2.291 -1.008
H -1.937 3.519 -1.380
H -0.239 2.875 1.894
H -0.227 4.816 -0.331
H 1.235 7.286 1.503
H -1.479 7.185 1.006
C -3.961 -2.749 2.450
C -4.236 -1.288 2.682
C -3.387 -0.638 3.750
O -4.230 0.428 4.204
C -5.512 0.054 3.981
O -6.466 0.632 4.391
O -5.559 -1.068 3.226
H -4.648 -3.170 1.719
H -2.944 -2.880 2.083
H -4.084 -3.314 3.372
H -4.172 -0.725 1.748
H -2.447 -0.238 3.379
H -3.198 -1.312 4.591
C 2.257 0.515 -2.909
C 3.161 -0.565 -2.387
C 4.634 -0.372 -2.665
O 5.117 -1.731 -2.701
C 4.077 -2.517 -3.075
O 4.193 -3.666 -3.376
O 2.930 -1.830 -3.065
H 1.214 0.270 -2.718
H 2.475 1.463 -2.420
H 2.378 0.631 -3.988
H 2.991 -0.731 -1.321
H 5.153 0.196 -1.897
H 4.815 0.077 -3.644
C 5.624 -5.617 -5.574
C 7.125 -5.673 -5.568
C 7.822 -4.504 -6.227
O 9.065 -5.089 -6.644
C 8.847 -6.414 -6.842
O 9.618 -7.152 -7.362
O 7.633 -6.767 -6.365
H 5.202 -6.518 -5.131
H 5.284 -4.758 -4.997
H 5.244 -5.544 -6.595
H 7.498 -5.815 -4.549
H 8.006 -3.668 -5.557
H 7.288 -4.155 -7.113
C 9.722 -3.023 -0.386
C 8.358 -2.848 0.229
C 7.437 -1.887 -0.486
O 6.590 -1.438 0.581
C 7.296 -1.536 1.737
O 6.959 -1.082 2.778
O 8.444 -2.230 1.527
H 10.336 -3.685 0.224
H 9.632 -3.454 -1.383
H 10.237 -2.065 -0.457
H 7.870 -3.818 0.360
H 6.847 -2.346 -1.272
H 7.974 -1.024 -0.887
C 1.030 -5.165 3.889
C -0.413 -5.380 4.262
C -0.818 -6.812 4.534
O -2.213 -6.798 4.202
C -2.404 -5.822 3.278
O -3.400 -5.653 2.659
O -1.290 -5.058 3.166
H 1.214 -4.118 3.654
H 1.679 -5.454 4.716
H 1.291 -5.753 3.009
H -0.691 -4.738 5.103
H -0.680 -7.120 5.566
H -0.310 -7.515 3.868
C -9.105 5.216 -1.036
C -7.637 4.911 -1.175
C -6.902 5.698 -2.238
O -5.837 4.815 -2.583
C -6.242 3.547 -2.323
O -5.660 2.563 -2.624
O -7.425 3.569 -1.642
H -9.562 4.564 -0.293
H -9.246 6.251 -0.722
H -9.623 5.056 -1.983
H -7.130 5.007 -0.209
H -6.503 6.647 -1.887
H -7.524 5.864 -3.124
```

Its highest occupied orbital energy is -4.92 eV. Its net charge is -1. As for the total energy: -4370.92323 hartree.

Atom charges from the Löwdin analysis, given in e for atoms 1 to 8: C -0.13; C -0.27; C -0.28; C -0.30; P 0.58; O -0.32; C -0.73; Cl 0.48